(1)
Here is 3 unconnected molecules or ions with the total composition C3H13NO2 in a non-equilibrium geometry from OMol25. Energies are from wB97M-V/def2-TZVPD.

Last column: Löwdin charge in e.
Positions of all 19 atoms, in Å:
C -0.740 -0.347 1.996  -0.09
C 0.607 0.045 1.465  -0.50
C 1.217 -1.045 0.610  -0.09
N 0.589 1.292 0.628  0.02
H -0.619 -1.348 2.440  0.08
H -1.214 0.348 2.683  0.07
H -1.415 -0.665 1.189  0.08
H 1.265 0.317 2.288  0.12
H 2.263 -0.808 0.421  0.08
H 1.100 -2.050 1.018  0.07
H 0.808 -1.253 -0.394  0.08
H -0.045 1.934 1.103  0.06
H 0.246 1.083 -0.302  0.03
H -1.952 0.460 -2.187  0.00
H -1.755 1.004 -0.811  0.01
O -2.385 0.502 -1.347  -0.05
H 0.264 -0.163 -4.187  0.05
H 1.193 0.698 -3.337  0.02
O 0.574 -0.005 -3.276  -0.05

Computed properties:
**ΔE to the lowest compared entry with this formula, charge and spin**: 18.2 kcal/mol
**HOMO-LUMO gap**: 9.861 eV
**SMILES string**: CC(C)N.O.O
**E_tot**: -327.31284 a.u.


(2)
Here is a molecular structure, C42H44P2Pt in a non-equilibrium geometry from OMol25. Energies are from wB97M-V/def2-TZVPD.

Last column: Löwdin spin population.
Positions of all 89 atoms, in Å:
Pt 1.042 -2.811 -0.572  0.96
C 2.527 -3.412 -2.490  0.18
C 2.235 -2.051 -2.319  0.10
C 1.316 -1.299 -3.269  0.02
C -0.083 -1.106 -2.677  0.05
C -0.649 -2.308 -1.964  0.16
C -0.400 -3.687 -2.175  0.25
C 0.265 -4.382 -3.322  0.04
C 1.810 -4.291 -3.432  0.03
C -0.398 -2.554 0.819  0.31
H 3.502 -3.784 -2.161  0.01
H 3.014 -1.435 -1.855  0.01
H 1.286 -1.752 -4.269  0.00
H 1.762 -0.306 -3.410  0.00
H 0.028 -0.305 -1.914  0.01
H -0.788 -0.743 -3.438  0.01
H -1.545 -2.101 -1.357  0.01
H -1.085 -4.349 -1.628  0.01
H -0.177 -4.105 -4.305  0.01
H 0.022 -5.461 -3.186  0.00
H 2.179 -5.317 -3.300  0.00
H 2.069 -4.016 -4.467  0.01
H 0.148 -2.623 1.768  0.04
H -1.064 -3.417 0.689  0.02
H -0.973 -1.629 0.748  0.03
P 0.249 3.352 1.203  0.31
P -2.243 2.494 1.238  0.31
C -0.634 3.889 -0.302  0.01
C -1.941 3.473 -0.260  0.01
C 1.040 4.937 1.804  0.05
C 1.238 6.063 0.975  0.02
C 1.908 7.199 1.453  0.00
C 2.354 7.268 2.778  0.01
C 2.177 6.147 3.601  0.00
C 1.537 4.998 3.125  0.01
C 1.631 2.298 0.680  0.04
C 1.510 0.894 0.734  0.01
C 2.566 0.101 0.300  0.03
C 3.717 0.707 -0.228  0.01
C 3.837 2.100 -0.261  0.00
C 2.805 2.904 0.212  0.02
C -3.391 3.692 2.165  0.03
C -2.846 4.890 2.656  0.01
C -3.665 5.871 3.224  0.00
C -5.039 5.660 3.369  0.01
C -5.580 4.453 2.922  0.00
C -4.774 3.479 2.316  0.02
C -3.375 1.160 0.736  0.07
C -3.778 0.226 1.708  0.02
C -4.632 -0.815 1.362  0.00
C -5.100 -0.927 0.043  0.02
C -4.720 0.009 -0.913  0.00
C -3.864 1.056 -0.578  0.02
H -0.098 4.443 -1.088  0.00
H -2.764 3.686 -0.953  0.00
H 0.875 6.056 -0.054  0.00
H 2.094 8.041 0.778  0.00
H 2.840 8.175 3.158  0.00
H 2.557 6.182 4.624  0.00
H 1.424 4.135 3.785  0.00
H 0.605 0.427 1.134  0.00
H 2.480 -0.997 0.371  0.03
H 4.518 0.073 -0.606  0.00
H 4.740 2.569 -0.652  0.00
H 2.910 3.991 0.224  0.00
H -1.769 5.073 2.577  0.00
H -3.233 6.813 3.553  0.00
H -5.679 6.430 3.822  0.00
H -6.648 4.276 3.035  0.00
H -5.239 2.561 1.951  0.00
H -3.427 0.327 2.736  0.00
H -4.948 -1.533 2.114  0.00
H -5.768 -1.739 -0.228  0.00
H -5.098 -0.056 -1.938  0.00
H -3.590 1.804 -1.318  0.00
C 1.892 -4.355 0.480  0.38
C 2.300 -5.618 -0.242  0.04
C 3.662 -5.889 -0.472  0.05
C 4.059 -7.006 -1.218  0.00
C 3.113 -7.909 -1.721  0.06
C 1.750 -7.616 -1.543  -0.01
C 1.349 -6.489 -0.788  0.06
H 1.108 -4.575 1.209  0.04
H 2.728 -3.831 0.954  0.04
H 4.401 -5.189 -0.084  0.00
H 5.127 -7.168 -1.371  0.00
H 3.427 -8.845 -2.199  0.00
H 0.989 -8.285 -1.956  0.00
H 0.283 -6.294 -0.649  0.00

Computed properties:
**HOMO-LUMO gap (spin up / spin down)**: 6.831 / 5.042 eV
**⟨S²⟩**: 6.03
**Multiplicity**: 5
**Net charge**: +2
**E_tot**: -2428.05821 a.u.